# 1
Density functional theory data (ωB97M-V/def2-TZVPD) for C24H44BNP2Ti as an isolated structure in a non-equilibrium geometry.

For the energy above the lowest of the compared OMol25 structures with the same formula, charge and spin, the calculation gives 502.31 kJ/mol. The value obtained for the orbital gap (spin up / spin down) is 6.21 / 6.21 eV. As for the HOMO energy (spin up / spin down): -13.67 / -13.67 eV. Its total charge is +2.

Each line ends with the Mulliken charge.
Positions of all 73 atoms, in Å:
Ti1 1.92188 -0.15128 -1.36742  -1.537
C1 -0.45935 -0.55967 0.26379  0.157
C2 -0.17135 -1.70113 -0.54033  1.562
C3 1.78680 -1.06346 0.57678  0.238
C4 0.74349 -0.11022 0.88390  1.002
C5 1.24608 -2.01286 -0.38529  0.903
C6 -1.79298 0.01332 0.59989  -1.954
H1 -2.62209 -0.37904 -0.00388  0.321
H2 -1.78695 1.10388 0.47532  0.470
H3 -2.04851 -0.18324 1.65299  0.428
C7 0.78546 0.73769 2.10082  -1.602
H4 -0.09679 1.38442 2.17827  0.504
H5 1.68552 1.35402 2.09221  -0.052
H6 0.82810 0.09862 3.00193  0.361
C8 3.04221 -1.20964 1.36799  -1.644
H7 3.00818 -0.58068 2.26563  0.419
H8 3.93943 -0.93184 0.80442  0.271
H9 3.14577 -2.24737 1.71045  0.359
C9 1.92173 -3.30720 -0.69385  -1.146
H10 2.18675 -3.83054 0.24297  0.374
H11 2.85539 -3.14678 -1.24968  0.207
H12 1.26803 -3.96563 -1.27747  0.443
C10 -1.17308 -2.64676 -1.10806  -1.673
H13 -1.00291 -3.67585 -0.75036  0.497
H14 -1.13349 -2.68078 -2.20588  0.259
H15 -2.19336 -2.36976 -0.81709  0.447
C11 -2.35746 2.52291 -2.03343  -1.037
C12 -3.40273 1.66084 -2.07834  -0.400
C13 -3.49120 0.37384 -2.86121  -0.425
C14 -3.16960 0.40484 -4.39776  -1.130
C15 -1.70979 0.22300 -4.82838  -1.200
C16 -0.90078 -0.20420 -3.67088  -1.149
C17 -0.67587 0.81270 -2.56310  3.270
C18 -1.14027 2.26521 -2.88278  -0.345
H16 -4.54250 0.06081 -2.76652  0.628
H17 -3.57418 1.31245 -4.85385  0.266
H18 -2.93706 -0.45972 -2.39193  -0.184
H19 -1.43543 2.36623 -3.94630  -0.189
H20 -2.34473 3.41424 -1.38086  0.450
H21 -4.35104 1.89220 -1.57475  0.443
H22 -0.31531 2.98882 -2.69846  0.511
H23 -1.25076 0.46324 -1.69424  -1.269
H24 -1.14722 -1.20304 -3.28949  0.546
H25 0.41148 0.89535 -2.11838  -0.567
H26 -3.74858 -0.44627 -4.80757  0.544
H27 -1.66226 -0.48008 -5.68155  0.848
P1 -0.17644 1.62634 -5.37680  1.157
C19 0.28747 3.36589 -5.79160  -1.147
C20 -0.71141 1.14471 -7.07826  -1.524
P2 1.34300 -0.50236 -3.64818  2.454
C21 1.44162 0.96320 -4.80690  -2.146
C22 1.25736 -1.74168 -4.97768  -1.358
C23 3.19706 -0.70509 -3.13271  -1.137
H28 1.28457 3.61302 -5.40165  0.420
H29 -0.45060 4.05592 -5.36959  0.395
H30 0.29503 3.50076 -6.88192  0.456
H31 -0.31793 1.82931 -7.83906  0.481
H32 -1.81262 1.21943 -7.09200  0.449
H33 -0.43928 0.11256 -7.33146  0.384
H34 3.68222 -0.11355 -3.91913  0.774
H35 3.46381 -1.77102 -3.15666  0.499
H36 3.61584 -0.20535 -2.19261  0.245
H37 2.07654 1.72525 -4.33115  0.703
H38 1.95306 0.65362 -5.72950  0.701
H39 2.05954 -2.47329 -4.83379  0.524
H40 1.38742 -1.27940 -5.96718  0.368
H41 0.28918 -2.24634 -4.96931  0.312
B1 3.72773 2.94943 1.17982  0.236
C24 3.32566 2.07814 0.02801  0.079
N1 2.95407 1.39984 -0.86137  -0.419
H42 3.15733 2.60343 2.21679  -0.059
H43 3.34437 4.05158 0.82576  -0.032
H44 4.94503 2.85946 1.30690  -0.040

---

# 2
Density functional theory data (ωB97M-V/def2-TZVPD) for a 2-piece molecular cluster, C24H44Br2N5O5 overall in a non-equilibrium geometry.

The value obtained for the orbital gap (spin up / spin down) is 8.35 / 8.27 eV. Its multiplicity is 2. As for the HOMO energy (spin up / spin down): -8.77 / -8.77 eV.

Each line ends with the Mulliken charge.
Positions of all 80 atoms, in Å:
C1 0.42948 0.01167 6.75125  -0.828
C2 -0.09666 -1.23575 5.82107  -0.436
C3 0.02631 -0.91371 4.18344  -0.174
O1 -0.93840 0.15922 3.92136  -0.111
C4 -1.20767 0.37128 2.50064  1.431
C5 -1.57857 -0.85802 1.49331  -0.181
Br1 -0.98022 -0.87702 -0.45925  -0.041
C6 -2.41421 -2.07088 1.86359  -0.324
C7 -2.75460 -3.27632 0.75743  -0.911
Br2 -3.20198 -2.29185 3.68363  -0.100
C8 0.04265 1.40508 2.09128  0.284
C9 1.46065 0.69404 1.55994  -0.799
C10 0.65219 2.37013 3.30358  -0.845
N1 1.43687 3.55975 2.80324  -0.235
C11 0.64778 4.84962 2.83556  -0.652
N2 -0.45386 2.32130 0.98839  0.001
C12 -1.92008 2.52704 1.29727  -0.279
O2 -2.58113 3.46660 0.61589  -0.635
C13 -2.47360 1.44920 2.45045  0.529
C14 -3.89388 0.98268 1.78003  -0.741
N3 -5.01472 1.99977 1.87803  -0.331
C15 -6.12041 1.28565 2.68326  -0.736
O3 -2.69481 2.34524 3.59406  -0.187
N4 -3.45953 1.78799 4.54843  0.228
O4 -3.50843 2.66405 5.43125  -0.491
H1 0.30367 1.05387 6.20361  0.157
H2 -0.21571 0.07128 7.73539  0.307
H3 1.55089 -0.12559 7.09781  0.269
H4 0.40112 -2.27484 6.09127  0.360
H5 -1.27121 -1.34122 6.00595  0.162
H6 -0.19553 -1.93433 3.65687  0.144
H7 1.14118 -0.53287 4.04279  0.191
H8 -3.56696 -2.89384 -0.02326  0.248
H9 -1.80790 -3.63009 0.16254  0.258
H10 -3.26507 -4.21913 1.28235  0.309
H11 2.41136 1.11843 2.09653  0.383
H12 1.62326 0.86715 0.39582  -0.030
H13 1.31732 -0.47552 1.69127  0.341
H14 -0.16031 2.74541 4.05647  0.225
H15 1.40910 1.70474 3.94347  0.033
H16 1.78091 3.44899 1.82514  0.393
H17 1.30654 5.63026 3.45181  0.269
H18 0.53104 5.34019 1.75431  0.254
H19 -0.43614 4.76010 3.26786  0.182
H20 -0.18552 2.04378 0.01892  0.359
H21 -3.68133 0.81522 0.61737  0.368
H22 -4.32201 -0.03507 2.17199  0.247
H23 -5.45489 2.11217 0.92676  0.300
H24 -5.71841 0.76024 3.64859  0.254
H25 -6.64887 0.43018 2.04286  0.273
H26 -6.96166 2.04680 3.05021  0.272
C16 3.77777 -0.73212 -6.56971  -1.556
C17 3.06115 -1.98318 -6.00753  1.522
C18 1.55752 -2.08872 -6.41880  -1.260
C19 0.64828 -1.12126 -5.67548  -0.660
C20 0.82696 -1.26751 -4.16780  -0.820
C21 2.31119 -1.10988 -3.73705  1.784
N5 3.23829 -2.00602 -4.52405  0.260
O5 3.01595 -3.33058 -4.08701  -0.486
C22 2.68685 0.39156 -3.89252  -2.064
C23 2.44809 -1.33778 -2.19817  -1.290
C24 3.78130 -3.13928 -6.78518  -1.712
H27 3.68431 0.18495 -6.00783  0.301
H28 4.85637 -0.89898 -6.63318  0.409
H29 3.42423 -0.49968 -7.57199  0.353
H30 1.19026 -3.10754 -6.22634  0.381
H31 1.44622 -1.93544 -7.50086  0.423
H32 0.85851 -0.10094 -6.00476  0.277
H33 -0.39590 -1.31773 -5.94532  0.414
H34 0.20383 -0.51930 -3.66120  0.212
H35 0.43843 -2.24550 -3.85130  0.370
H36 3.76476 0.54556 -3.77821  0.445
H37 2.19859 1.00146 -3.12672  0.341
H38 2.35221 0.83543 -4.82903  0.398
H39 2.08937 -2.32357 -1.87905  0.343
H40 1.85438 -0.60139 -1.63947  -0.030
H41 3.49119 -1.22975 -1.87609  0.479
H42 4.85268 -3.17670 -6.54639  0.456
H43 3.69753 -2.97524 -7.86671  0.381
H44 3.35163 -4.12395 -6.58407  0.365

---

# 3
Density functional theory data (ωB97M-V/def2-TZVPD) for C24H44Br6Cl2N2O5P as an isolated structure in a non-equilibrium geometry.

The value obtained for the orbital gap is 6.74 eV. As for the HOMO energy: -5.12 eV. Its total charge is -1.

Each line ends with the Mulliken charge.
Positions of all 84 atoms, in Å:
C1 -1.20138 -3.37509 0.43681  -0.022
C2 -0.18651 -3.87313 -0.01248  -0.310
C3 0.96800 -4.23276 -0.89768  -1.002
C4 1.93384 -3.01827 -1.12683  -0.198
C5 1.28102 -2.13410 -2.23504  -1.212
P1 2.13290 -0.43540 -2.46575  -0.171
C6 3.30047 -1.02967 -3.88252  0.211
Cl1 3.92544 -2.70998 -3.92521  -0.255
C7 3.70591 -0.22944 -4.86434  0.100
C8 3.31904 1.22599 -4.99504  -0.850
Cl2 4.81930 -0.81335 -6.14879  -0.272
O1 0.81574 -0.00534 -3.50325  -0.714
C9 -0.26201 0.53607 -2.79278  -0.553
N1 -1.08358 1.32393 -3.68698  0.173
C10 -2.14359 2.08786 -3.03577  -0.815
C11 -3.27677 1.21445 -2.44610  -0.468
C12 -3.58539 -0.06111 -3.26315  -0.372
C13 -3.98377 0.25710 -4.73573  -1.232
C14 0.37457 1.19240 -1.49291  2.215
C15 -0.57416 1.21704 -0.26052  -1.147
C16 0.16484 1.56739 1.05634  -0.433
C17 0.39293 0.40019 2.01012  0.323
N2 -0.46918 -0.76268 2.04891  -0.278
O2 1.32999 0.49166 2.78688  -0.748
C18 0.97316 2.63050 -1.62228  -1.813
O3 1.07889 3.05698 -2.96379  -0.045
O4 1.94795 4.16573 -3.00054  -0.508
O5 1.30279 0.21084 -1.05498  0.211
H1 -2.11315 -3.07373 0.91544  0.421
H2 0.58631 -4.60491 -1.85841  0.362
H3 1.51588 -5.03484 -0.37687  0.405
H4 2.93415 -3.35614 -1.41220  0.339
H5 1.93285 -2.37315 -0.23238  0.207
H6 0.22084 -2.05194 -1.93073  -0.059
H7 1.25289 -2.68272 -3.19634  0.537
H8 3.16643 -0.99347 -1.60339  0.070
H9 2.78589 0.83731 -2.47929  -0.022
H10 2.27946 1.43825 -4.72357  0.024
H11 3.96960 1.85478 -4.36187  0.255
H12 3.46478 1.60285 -6.02167  0.443
H13 -0.94426 -0.22073 -2.34393  -0.220
H14 -0.52823 1.88467 -4.31853  0.342
H15 -1.69500 2.79976 -2.31654  0.230
H16 -2.60357 2.70951 -3.82441  0.656
H17 -4.19675 1.82794 -2.47340  0.561
H18 -3.11911 0.93910 -1.39306  0.027
H19 -4.49261 -0.51393 -2.81763  0.534
H20 -2.80636 -0.83059 -3.20058  0.132
H21 -5.01340 0.65069 -4.75597  0.318
H22 -3.28687 0.98843 -5.16254  0.283
H23 -3.95037 -0.67594 -5.31774  0.340
H24 -1.05016 0.22170 -0.23354  0.422
H25 -1.40842 1.92698 -0.38817  0.100
H26 -0.48181 2.28613 1.59924  0.467
H27 1.13005 2.06635 0.93195  0.270
H28 0.04908 -1.59888 1.78878  0.170
H29 -1.28691 -0.61916 1.46738  0.224
H30 2.00869 2.54433 -1.23486  0.564
H31 0.47058 3.35726 -0.95571  0.467
H32 1.85582 4.55404 -3.87960  0.293
Br1 5.42458 3.13991 6.56062  -0.201
C19 3.75379 2.50904 5.76954  0.234
C20 3.92438 2.16422 4.31526  -0.022
Br2 3.99894 3.76464 3.20368  -0.174
H33 3.01297 3.28578 5.93881  0.443
H34 3.48238 1.61810 6.34388  -0.468
H35 3.06264 1.60547 3.95043  -0.168
H36 4.82996 1.59927 4.11542  0.418
Br3 0.17640 -1.03084 4.26325  0.057
C21 -0.23091 -1.16186 6.18238  -0.692
C22 0.29572 0.03858 6.91855  -0.635
Br4 2.22540 -0.07290 7.16338  -0.222
H37 0.18334 -2.10127 6.54333  0.383
H38 -1.31911 -1.20384 6.24519  0.254
H39 -0.11641 0.09507 7.92585  0.403
H40 0.09884 0.97295 6.39822  0.371
Br5 -3.13875 -1.43674 3.54966  -0.014
C23 -4.98118 -1.77954 4.07448  -0.595
C24 -5.38030 -3.20070 3.77635  -0.618
Br6 -5.72776 -3.45770 1.87816  -0.150
H41 -5.59949 -1.04787 3.56227  0.378
H42 -5.01292 -1.59026 5.14629  0.300
H43 -6.31641 -3.44893 4.27375  0.363
H44 -4.62016 -3.92322 4.05898  0.373

---

Respective calculated total energy values: -69438.9394, -183359.6266, -493402.1698 eV.